# 1
{"formula": "C4H12S2", "method": "ωB97M-V with the def2-TZVPD basis set", "elements": ["C", "C", "S", "H", "H", "H", "H", "H", "H", "C", "C", "S", "H", "H", "H", "H", "H", "H"], "xyz": [[-2.84, -1.65, 1.67], [-1.90, -0.85, 0.76], [-0.86, 0.31, 1.78], [-3.55, -2.07, 0.93], [-2.33, -2.44, 2.21], [-3.49, -1.02, 2.26], [-2.44, -0.16, 0.11], [-1.30, -1.52, 0.15], [-0.36, -0.64, 2.53], [2.43, 0.29, -1.64], [2.18, 1.50, -0.75], [0.64, 2.42, -1.27], [1.75, -0.54, -1.49], [2.45, 0.48, -2.72], [3.48, 0.01, -1.53], [3.02, 2.18, -0.80], [1.93, 1.11, 0.24], [1.21, 2.60, -2.44]], "charge": 0, "e_tot_ev": -26012.555, "e_above_lowest_ev": 0.562, "smiles": "CCS.CCS", "gap_ev": 9.716}

# 2
{"formula": "C3H8N2O", "method": "ωB97M-V with the def2-TZVPD basis set", "elements": ["O", "C", "N", "C", "N", "C", "H", "H", "H", "H", "H", "H", "H", "H"], "xyz": [[-1.74, -0.02, -0.16], [-0.75, -0.59, 0.30], [0.48, 0.06, 0.21], [0.63, 1.33, -0.55], [1.98, 1.72, -0.41], [-0.63, -1.89, 0.89], [1.43, -0.07, 0.55], [0.44, 1.05, -1.63], [-0.19, 1.95, -0.20], [-0.70, -3.13, -1.28], [2.16, 2.60, 0.06], [-0.91, -3.73, -1.64], [0.30, -2.36, 1.18], [-1.43, -2.33, 1.48]], "charge": -1, "e_tot_ev": -8265.092, "e_above_lowest_ev": 2.587, "s2": 0.762, "spin_multiplicity": 2, "gap_ev": [6.206, 4.599]}

# 3
{"formula": "C2H14N6", "method": "ωB97M-V with the def2-TZVPD basis set", "elements": ["C", "C", "N", "N", "N", "H", "H", "H", "H", "H", "H", "H", "H", "H", "N", "N", "N", "H", "H", "H", "H", "H"], "xyz": [[-1.10, -0.86, -0.41], [-1.88, 0.43, -0.42], [0.02, -0.95, 1.03], [-0.70, -1.26, 2.21], [1.16, -1.82, 0.92], [-1.12, -2.18, 2.10], [1.83, -1.19, 0.46], [-0.07, -1.30, 3.01], [0.90, -2.61, 0.34], [-0.58, -1.06, -1.35], [-1.74, -1.66, -0.03], [-1.93, 0.88, 0.57], [-1.40, 1.16, -1.07], [-2.88, 0.28, -0.83], [1.07, 0.82, -0.73], [1.31, 1.87, 0.20], [1.11, 1.14, -2.10], [0.76, 0.11, 0.63], [0.53, 2.53, 0.16], [0.48, 1.92, -2.31], [2.20, 2.34, 0.04], [2.04, 1.42, -2.42]], "charge": 0, "e_tot_ev": -11234.181, "e_above_lowest_ev": 7.531, "gap_ev": 7.629}

# 4
{"formula": "C42H32F4MnN9O", "method": "ωB97M-V with the def2-TZVPD basis set", "elements": ["Mn", "C", "N", "C", "C", "C", "C", "C", "N", "C", "C", "C", "C", "C", "C", "H", "H", "H", "H", "H", "H", "H", "H", "H", "H", "H", "F", "C", "C", "F", "C", "C", "C", "F", "C", "C", "C", "N", "C", "N", "F", "C", "C", "N", "C", "N", "N", "C", "C", "C", "C", "C", "C", "C", "H", "H", "H", "H", "C", "N", "C", "C", "O", "N", "C", "C", "H", "H", "H", "H", "H", "H", "H", "H", "H", "H", "H", "H", "C", "C", "C", "C", "C", "C", "H", "H", "H", "H", "H"], "xyz": [[0.10, -0.25, -0.37], [-2.80, 1.75, 0.01], [-1.80, 1.10, -0.85], [-1.70, 1.52, -2.05], [-0.56, 1.17, -2.86], [-0.27, 1.45, -4.19], [1.04, 1.00, -4.41], [1.48, 0.48, -3.19], [0.51, 0.59, -2.25], [-4.20, 1.68, -0.56], [-4.91, 2.84, -0.86], [-6.21, 2.78, -1.34], [-6.82, 1.55, -1.55], [-6.11, 0.38, -1.26], [-4.82, 0.45, -0.77], [-2.52, 2.79, 0.17], [-2.77, 1.27, 0.99], [-2.43, 2.21, -2.48], [-0.93, 1.93, -4.90], [1.62, 1.06, -5.32], [2.45, 0.07, -2.94], [-4.43, 3.80, -0.70], [-6.75, 3.69, -1.57], [-7.83, 1.49, -1.92], [-6.58, -0.59, -1.42], [-4.27, -0.45, -0.55], [2.52, 5.10, 1.01], [3.28, 4.03, 0.72], [4.63, 4.19, 0.71], [5.11, 5.41, 0.98], [5.54, 3.13, 0.44], [4.89, 1.92, 0.08], [3.54, 1.76, 0.10], [3.05, 0.57, -0.30], [2.64, 2.78, 0.48], [1.26, 2.58, 0.68], [0.60, 1.30, 0.78], [-0.20, 0.81, 1.61], [0.32, 3.65, 0.80], [-0.52, 4.44, 0.85], [5.63, 0.87, -0.33], [6.94, 3.27, 0.52], [7.58, 4.48, 0.95], [8.16, 5.40, 1.32], [7.85, 2.21, 0.22], [8.64, 1.40, 0.01], [3.86, -5.61, 3.48], [3.36, -4.76, 2.88], [2.70, -3.71, 2.13], [2.16, -3.99, 0.88], [1.50, -2.99, 0.18], [1.33, -1.68, 0.67], [1.93, -1.44, 1.92], [2.60, -2.42, 2.64], [2.25, -4.99, 0.47], [1.12, -3.25, -0.80], [1.88, -0.46, 2.36], [3.05, -2.19, 3.60], [-2.80, -3.13, 0.32], [-2.11, -3.81, -0.77], [-1.43, -5.03, -0.32], [-1.33, -2.95, -1.56], [-1.06, -1.81, -1.17], [-0.94, -3.42, -2.76], [-1.49, -4.60, -3.39], [-0.03, -2.64, -3.58], [-3.43, -3.87, 0.82], [-3.44, -2.35, -0.08], [-2.11, -2.70, 1.05], [-0.81, -4.83, 0.55], [-0.80, -5.43, -1.11], [-2.18, -5.79, -0.07], [-2.29, -5.02, -2.79], [-0.71, -5.36, -3.53], [-1.88, -4.33, -4.37], [0.34, -1.78, -3.03], [-0.54, -2.27, -4.47], [0.81, -3.27, -3.88], [-1.15, 1.77, 5.59], [-1.86, 0.81, 4.88], [-1.52, 0.52, 3.57], [-0.49, 1.21, 2.94], [0.23, 2.17, 3.64], [-0.10, 2.44, 4.96], [-1.40, 1.99, 6.61], [-2.67, 0.27, 5.36], [-2.05, -0.24, 3.01], [1.05, 2.70, 3.17], [0.46, 3.19, 5.50]], "charge": -1, "e_tot_ev": -101721.136, "e_above_lowest_ev": 0.266, "s2": 9.041, "spin_multiplicity": 6, "gap_ev": [6.458, 5.613]}

# 5
{"formula": "C10H16O", "method": "ωB97M-V with the def2-TZVPD basis set", "elements": ["C", "C", "O", "H", "H", "H", "H", "H", "H", "C", "C", "C", "C", "C", "C", "C", "C", "H", "H", "H", "H", "H", "H", "H", "H", "H", "H"], "xyz": [[3.07, -2.28, -1.01], [4.02, -1.39, -1.82], [2.44, -3.30, -1.76], [3.60, -2.64, -0.12], [2.28, -1.74, -0.49], [4.40, -0.69, -1.07], [2.81, -4.20, -1.76], [3.50, -0.80, -2.60], [4.89, -1.87, -2.19], [0.30, 0.49, -0.09], [1.40, 0.90, 0.92], [-1.05, 0.86, 0.45], [-1.59, 2.11, 0.26], [-1.81, -0.14, 1.17], [-2.94, 2.50, 0.42], [-3.12, 0.24, 1.33], [-3.76, 1.44, 0.97], [0.47, 1.05, -1.01], [0.47, -0.60, -0.31], [2.35, 0.44, 0.61], [-0.95, 2.90, -0.16], [-1.42, -1.09, 1.52], [-3.36, 3.46, 0.23], [-3.71, -0.43, 1.96], [-4.84, 1.51, 0.98], [0.97, 0.74, 1.91], [1.60, 1.97, 0.92]], "charge": -1, "e_tot_ev": -12674.462, "e_above_lowest_ev": 1.269, "s2": 0.761, "spin_multiplicity": 2, "gap_ev": [2.053, 6.397]}

# 6
{"formula": "C17H34Br4FN7O14", "method": "ωB97M-V with the def2-TZVPD basis set", "elements": ["C", "N", "O", "O", "H", "H", "H", "C", "N", "O", "O", "H", "H", "H", "C", "N", "O", "O", "H", "H", "H", "C", "N", "O", "O", "H", "H", "H", "C", "N", "O", "O", "H", "H", "H", "C", "N", "O", "O", "H", "H", "H", "C", "N", "O", "O", "H", "H", "H", "F", "C", "C", "C", "C", "C", "C", "H", "H", "H", "H", "H", "Br", "C", "C", "Br", "H", "H", "H", "H", "Br", "C", "C", "Br", "H", "H", "H", "H"], "xyz": [[4.97, -1.53, -4.99], [6.35, -1.26, -4.46], [7.01, -2.20, -4.10], [6.79, -0.14, -4.38], [5.10, -2.30, -5.75], [4.49, -0.66, -5.44], [4.51, -1.93, -4.09], [-6.58, 1.91, 0.59], [-6.01, 0.81, -0.11], [-5.17, 0.18, 0.42], [-6.36, 0.57, -1.27], [-5.88, 2.56, 1.12], [-7.32, 1.45, 1.25], [-7.14, 2.44, -0.19], [0.74, -7.26, -4.89], [1.63, -6.07, -4.84], [1.66, -5.33, -3.85], [2.18, -5.79, -5.87], [0.37, -7.57, -3.91], [1.34, -8.09, -5.28], [-0.08, -6.91, -5.51], [-0.27, 4.95, 2.37], [-1.70, 4.72, 2.02], [-1.88, 4.26, 0.88], [-2.58, 5.14, 2.82], [0.04, 5.97, 2.11], [0.35, 4.20, 1.88], [-0.19, 4.84, 3.45], [-0.20, -0.98, -1.19], [0.70, -1.29, -0.05], [1.90, -1.03, -0.27], [0.28, -1.89, 0.91], [-0.37, 0.08, -1.00], [-1.13, -1.55, -1.26], [0.39, -1.10, -2.10], [6.18, 1.14, 4.72], [4.90, 0.79, 4.11], [4.28, -0.11, 4.66], [4.48, 1.51, 3.17], [6.97, 0.40, 4.56], [6.08, 1.29, 5.80], [6.63, 1.94, 4.14], [-2.76, -5.49, 3.96], [-3.46, -5.83, 5.23], [-2.77, -6.19, 6.19], [-4.73, -5.82, 5.23], [-3.49, -5.00, 3.31], [-2.30, -6.39, 3.55], [-1.94, -4.78, 4.05], [-1.44, 3.40, 8.76], [-1.79, 2.67, 7.72], [-0.85, 1.91, 7.04], [-1.30, 1.01, 6.03], [-2.65, 1.01, 5.70], [-3.58, 1.78, 6.39], [-3.13, 2.64, 7.37], [0.20, 1.85, 7.31], [-0.59, 0.42, 5.46], [-3.02, 0.34, 4.95], [-4.60, 1.96, 6.11], [-3.88, 3.17, 7.92], [-5.11, -1.47, -7.35], [-3.34, -0.82, -6.59], [-2.23, -0.51, -7.65], [-0.70, 0.10, -6.68], [-3.08, -1.60, -5.88], [-3.56, 0.08, -6.03], [-2.58, 0.24, -8.35], [-1.95, -1.30, -8.35], [5.79, 5.45, -5.41], [4.87, 4.63, -3.86], [3.40, 4.48, -4.07], [2.64, 3.79, -2.41], [5.13, 5.19, -2.97], [5.26, 3.63, -3.66], [3.15, 3.82, -4.91], [2.96, 5.44, -4.31]], "charge": 0, "e_tot_ev": -340141.586, "smiles": "C[N+](=O)[O-].C[N+](=O)[O-].C[N+](=O)[O-].C[N+](=O)[O-].C[N+](=O)[O-].C[N+](=O)[O-].C[N+](=O)[O-].Fc1ccccc1.BrCCBr.BrCCBr", "gap_ev": 9.057}